# 1
51
Properties=species:S:1:pos:R:3:nbo_charge:R:1 method="wB97M-V/def2-TZVPD" lumo_energy_ev=-0.260 energy_ha=-2394.12386 e_above_lowest_kj_mol=119.1 fmax_ev_per_a=1.27
Ba -0.28973 1.76710 -0.92219 1.860
C 3.80518 2.92031 1.70430 -0.637
C 3.29131 1.60810 2.21997 0.146
N 4.04612 0.90436 3.04513 -0.405
C 3.59411 -0.27162 3.50620 -0.016
C 2.36629 -0.80486 3.16581 -0.066
C 1.92154 -2.10881 3.78194 -0.083
O 2.73796 -3.21171 3.41430 -0.712
C 1.57303 -0.07867 2.27638 -0.217
C 0.22432 -0.43101 1.78477 0.174
N -0.18460 -1.44105 1.14076 -0.454
C 0.62467 -2.54007 0.82903 0.164
C 0.34073 -3.75866 1.45486 -0.244
C 1.05039 -4.90608 1.16287 -0.194
C 2.05370 -4.89115 0.20204 -0.232
C 2.32374 -3.71169 -0.47458 -0.235
C 1.60686 -2.56947 -0.15402 -0.171
I 2.09806 -0.81955 -1.30113 0.105
C 2.01264 1.16312 1.79023 0.351
O 1.29082 1.85330 0.94776 -0.959
H 4.81784 3.08069 2.06660 0.225
H 3.16220 3.73983 2.03192 0.218
H 3.79641 2.92772 0.61245 0.213
H 4.24189 -0.80070 4.19567 0.192
H 0.87383 -2.30189 3.53554 0.161
H 1.99238 -2.04897 4.86901 0.191
H 2.74257 -3.26971 2.44952 0.469
H -0.52570 0.35160 1.93480 0.182
H -0.44994 -3.76788 2.19460 0.229
H 0.82130 -5.82214 1.69090 0.223
H 2.61177 -5.78707 -0.03278 0.223
H 3.08292 -3.66973 -1.24230 0.231
N -4.17065 3.31580 -2.50464 -0.708
C -3.39768 2.04753 -2.85169 -0.630
C -4.14965 1.22496 -3.88650 -0.651
P -3.24699 1.16404 -1.21176 2.345
O -4.77348 0.68224 -0.98913 -1.014
O -2.30540 0.02398 -1.33985 -1.164
O -2.91700 2.24440 -0.23095 -1.189
P -1.77370 2.73814 -3.47381 2.347
O -2.20408 3.28216 -4.92958 -1.013
O -1.53463 3.89559 -2.55195 -1.184
O -0.72886 1.68053 -3.57649 -1.177
H -4.92158 3.12950 -1.83843 0.439
H -4.54798 3.75440 -3.34535 0.425
H -3.46640 3.94669 -2.08543 0.492
H -5.13583 0.93824 -3.51956 0.224
H -3.58451 0.31433 -4.08279 0.261
H -4.25441 1.77114 -4.82573 0.223
H -4.82579 -0.28186 -1.01164 0.520
H -1.71596 2.82454 -5.62509 0.519

***

# 2
22
Properties=species:S:1:pos:R:3:nbo_charge:R:1 method="wB97M-V/def2-TZVPD" lumo_energy_ev=0.672 energy_ha=-387.43320 e_above_lowest_kj_mol=195.1 fmax_ev_per_a=1.17
C 2.20723 0.80349 1.36549 -0.403
C 1.48487 0.80969 0.26289 -0.006
C 1.99041 1.40983 -1.02257 -0.654
C 0.13209 0.17831 0.24421 0.001
C -0.97292 0.74061 0.69405 -0.398
C 0.15368 -1.25310 -0.21798 -0.642
H 1.78459 0.37060 2.26728 0.200
H 3.21582 1.18296 1.35367 0.195
H 1.24746 1.33523 -1.82450 0.223
H 2.86749 0.85821 -1.36312 0.220
H 2.22366 2.47144 -0.94729 0.227
H -1.94649 0.28035 0.61562 0.179
H -1.11202 1.75219 1.05692 0.199
H 0.40544 -1.35604 -1.28037 0.217
H -0.83483 -1.70340 -0.14761 0.221
H 0.80328 -1.89660 0.36557 0.217
O -2.01544 0.95597 -2.29369 -0.932
H -2.14275 0.60528 -3.18321 0.467
H -2.91351 0.99234 -1.94444 0.468
O -2.44392 -2.98390 1.75039 -0.944
H -1.90098 -3.49875 2.35103 0.471
H -2.23317 -2.05469 1.89766 0.474

***

# 3
14
Properties=species:S:1:pos:R:3:nbo_charge:R:1 method="wB97M-V/def2-TZVPD" lumo_energy_ev=0.813 energy_ha=-358.00068 e_above_lowest_kj_mol=129.2 fmax_ev_per_a=0.44
H -3.32683 0.36660 -1.99242 0.346
N -2.38113 0.71095 -1.82228 -0.628
C -1.75392 -0.19164 -1.21781 0.406
O -0.42164 -0.00308 -0.89892 -0.518
C -0.17709 -0.14882 0.43334 0.708
N -1.15149 -0.38610 1.22296 -0.802
H -0.86659 -0.44269 2.19502 0.347
N 1.14823 0.00806 0.71908 -0.626
C 2.22698 0.29822 -0.20677 -0.406
H -2.14345 -1.16012 -0.90848 0.165
H 1.39106 -0.09835 1.69089 0.394
H 1.93301 1.04851 -0.94438 0.218
H 2.58690 -0.58971 -0.74105 0.192
H 3.06183 0.70225 0.37219 0.206

***

# 4
11
Properties=species:S:1:pos:R:3:nbo_charge:R:1 method="wB97M-V/def2-TZVPD" lumo_energy_ev=-0.042 energy_ha=-322.39030 e_above_lowest_kj_mol=483.2 fmax_ev_per_a=0.68
N 0.42693 2.08426 -0.28826 -0.820
C 0.31799 0.84747 0.11680 0.170
C 0.97743 -0.32334 -0.40091 0.319
O 0.27800 -1.40105 -0.47092 -0.436
C -1.13878 -0.99484 -0.04157 0.236
O -1.01797 0.16414 0.63730 -0.574
H 0.18836 2.71594 0.47340 0.339
H 2.03612 -0.38599 -0.62674 0.229
H 0.99238 0.47859 1.05509 0.208
H -1.70037 -0.94305 -0.98593 0.155
H -1.46306 -1.82030 0.58896 0.175

***

# 5
12
Properties=species:S:1:pos:R:3:nbo_charge:R:1 method="wB97M-V/def2-TZVPD" lumo_energy_ev=0.798 energy_ha=-231.44226 e_above_lowest_kj_mol=52.7 fmax_ev_per_a=0.18
C -1.11534 -0.69263 -1.72154 -0.253
O 0.18390 -1.04827 -1.24964 -0.747
H -1.05608 -0.11029 -2.64263 0.166
H -1.72410 -1.58297 -1.89501 0.164
H -1.57350 -0.09100 -0.94286 0.204
H 0.64438 -1.53858 -1.93362 0.474
C 0.87581 0.99000 2.04687 -0.244
O 0.06880 0.80413 0.89821 -0.744
H 0.40974 1.77455 2.63873 0.177
H 0.93489 0.08244 2.65507 0.158
H 1.89108 1.30818 1.78959 0.157
H 0.46042 0.10445 0.35681 0.488

***

# 6
58
Properties=species:S:1:pos:R:3:nbo_charge:R:1 method="wB97M-V/def2-TZVPD" lumo_energy_ev=-0.029 energy_ha=-1395.96787 e_above_lowest_kj_mol=220.2 fmax_ev_per_a=0.76
C -6.90912 -1.33750 0.66219 -0.251
O -5.63617 -1.74896 0.23059 -0.479
C -4.63971 -0.82651 0.18303 0.255
C -4.75955 0.50433 0.55106 -0.294
C -3.67608 1.36198 0.46515 -0.189
C -2.44489 0.90446 0.01870 -0.017
C -1.30897 1.82779 -0.05290 0.202
C 0.02198 1.35188 0.03000 -0.248
C 1.07246 2.22756 -0.07222 -0.073
C 2.46951 1.68942 -0.04673 0.658
O 3.29111 1.90345 -0.91431 -0.611
N 2.70954 0.88920 1.02008 -0.612
C 3.93403 0.14185 1.19163 -0.244
C 3.68328 -1.32424 1.55373 -0.214
N 3.46476 -2.17954 0.40191 -0.435
C 2.24521 -1.87004 -0.32467 -0.260
C 2.12300 -2.79299 -1.53688 -0.073
O 2.12389 -4.14894 -1.16015 -0.523
C 3.30931 -4.45198 -0.46403 -0.074
C 3.45710 -3.58278 0.78407 -0.249
C 0.80079 3.60728 -0.25375 -0.020
C 1.79576 4.59375 -0.38539 -0.190
C 1.44634 5.90888 -0.52549 -0.215
C 0.09590 6.29315 -0.53233 -0.197
C -0.89387 5.35938 -0.40788 -0.199
C -0.57069 3.99237 -0.26990 0.148
N -1.57701 3.10799 -0.17265 -0.414
C -2.31973 -0.43502 -0.36585 -0.324
C -3.39395 -1.29946 -0.29322 0.333
O -3.36591 -2.61310 -0.65161 -0.495
C -2.16998 -3.14382 -1.16602 -0.252
H -6.88749 -0.97467 1.69536 0.175
H -7.32311 -0.55892 0.01298 0.176
H -7.53822 -2.22445 0.60626 0.202
H -5.70180 0.88737 0.90892 0.221
H -3.77390 2.39707 0.74896 0.232
H 0.20503 0.29814 0.17319 0.217
H 2.00112 0.79027 1.73065 0.401
H 4.53279 0.60254 1.98633 0.199
H 4.48539 0.21078 0.25164 0.247
H 2.83909 -1.37912 2.26954 0.156
H 4.57317 -1.70359 2.06225 0.208
H 2.29073 -0.84199 -0.68057 0.215
H 1.35460 -1.99853 0.32153 0.158
H 1.18111 -2.61888 -2.06053 0.191
H 2.96211 -2.59344 -2.21903 0.172
H 3.24699 -5.50705 -0.19241 0.195
H 4.17832 -4.29056 -1.11877 0.168
H 4.40079 -3.81902 1.28028 0.205
H 2.62637 -3.80631 1.47859 0.167
H 2.83183 4.29180 -0.39028 0.230
H 2.21163 6.66335 -0.63245 0.215
H -0.15446 7.33848 -0.64095 0.215
H -1.93769 5.63144 -0.41631 0.225
H -1.37987 -0.78737 -0.75904 0.216
H -2.38563 -4.18579 -1.39565 0.204
H -1.35638 -3.10123 -0.43408 0.173
H -1.86089 -2.63017 -2.08259 0.174

***

# 7
17
Properties=species:S:1:pos:R:3:nbo_charge:R:1 method="wB97M-V/def2-TZVPD" lumo_energy_ev=0.698 energy_ha=-346.89735 e_above_lowest_kj_mol=336.3 fmax_ev_per_a=1.59
O 1.94325 0.92184 1.13346 -0.531
C 0.74069 1.01627 1.11602 0.448
C -0.29292 -0.05196 1.04856 -0.521
C -1.58074 0.38450 0.30650 -0.062
O -2.24688 -0.72318 -0.27800 -0.716
H 0.22838 1.96958 1.38540 0.097
H -0.01275 -1.08946 0.87330 0.246
H -0.30900 0.07141 2.16336 0.239
H -1.33659 1.12059 -0.47938 0.167
H -2.22781 0.88162 1.03618 0.169
H -3.04133 -0.38700 -0.72005 0.475
C 0.75022 -0.76205 -1.52826 -0.439
C 1.95915 -0.59137 -1.00726 -0.361
H 0.03814 -1.49216 -1.15645 0.200
H 0.42435 -0.18503 -2.38796 0.190
H 2.67949 0.07140 -1.47617 0.196
H 2.28864 -1.06194 -0.08448 0.204

***

# 8
8
Properties=species:S:1:pos:R:3:nbo_charge:R:1 method="wB97M-V/def2-TZVPD" lumo_energy_ev=3.941 energy_ha=-714.04304 e_above_lowest_kj_mol=116.0 fmax_ev_per_a=2.53 charge=-1
N -0.04194 1.45439 -0.85278 -0.185
N -0.38283 -0.70081 0.63572 -0.628
N 0.72461 -1.21356 1.10025 0.189
O 0.84992 -2.41920 1.31795 -0.506
O -0.50476 2.51333 -0.34635 -0.458
S 0.63365 1.48379 -2.30829 -0.136
H -0.08883 0.30757 0.02878 0.411
H -1.18982 -1.42550 0.42472 0.314